(1)
A molecular structure, C4H13AuN2O4P. Source: OMol25; level of theory: the ωB97M-V functional and the def2-TZVPD basis.

Geometry as ORCA input:
```
! RIJCOSX wB97M-V def2-TZVPD def2/J DEFGRID3
* xyz 1 1
Au 0.70583 -1.53089 -0.17177
N -2.09607 -1.51345 2.00984
C -1.87384 -0.17279 1.36306
P -0.19910 0.33457 1.93260
O -0.29985 0.96497 3.26360
O 0.66764 -0.92959 1.81589
C 0.41202 1.58390 0.74018
N 1.80288 1.90060 1.22420
H -3.02658 -1.88687 1.81981
H -1.97116 -1.44919 3.02513
H -1.38726 -2.17132 1.65859
H -2.63259 0.51491 1.72977
H -1.94996 -0.30891 0.28609
H -0.17785 2.49543 0.82079
H 0.48146 1.23485 -0.29590
H 1.79342 2.06087 2.23927
H 2.18388 2.72646 0.76139
H 2.42656 1.11091 1.03373
C 0.75216 -0.72258 -4.26400
C 0.72258 -0.62602 -2.76361
O 0.72773 0.45726 -2.17451
O 0.67351 -1.78487 -2.16357
H 0.84767 0.26586 -4.70186
H -0.16410 -1.19766 -4.61385
H 1.58101 -1.35647 -4.57489
*
```

Properties
HOMO energy	-0.450	Ha
F_max	0.41	eV/Å
Kohn-Sham gap	8.81	eV

=====

(2)
3 unconnected molecules or ions with the total composition C4H13BNO3. Source: OMol25; level of theory: the ωB97M-V functional and the def2-TZVPD basis.

Geometry as ORCA input:
```
! RIJCOSX wB97M-V def2-TZVPD def2/J DEFGRID3
* xyz 1 1
B -2.68905 -0.22482 0.85674
C 1.60228 -2.08999 0.09751
C 0.15429 2.14188 -0.94007
C 1.13200 -1.45073 -1.11500
C 0.50608 0.86767 -1.43415
N 0.71379 -0.03749 -0.67301
O 0.21154 1.01760 1.99229
O -3.83194 0.17799 1.38587
O -1.56658 -0.48421 0.42622
H 2.56703 -1.68917 0.52248
H 0.88161 -1.92696 0.79696
H 1.82693 -3.18752 -0.04538
H -0.68678 2.04420 -0.24822
H 0.86172 2.62178 -0.29593
H -0.21225 2.88114 -1.70621
H 0.16600 -1.83178 -1.38142
H 1.74929 -1.48025 -2.01425
H 0.53047 0.56463 -2.47681
H 0.29956 1.63717 2.70760
H 0.69807 0.24123 0.33003
H -0.25805 0.15774 2.20302
H -4.65600 0.04987 1.01170
*
```

Properties
energy relative to the best compared isomer or geometry (same formula, charge and spin)	11.22	kcal/mol
HOMO energy	-0.566	Ha
F_max	6.14	eV/Å
Kohn-Sham gap	12.36	eV

=====

(3)
C4H13BrN2Si in the gas phase. Source: OMol25; level of theory: the ωB97M-V functional and the def2-TZVPD basis.

Geometry as ORCA input:
```
! RIJCOSX wB97M-V def2-TZVPD def2/J DEFGRID3
* xyz 0 1
C 0.53040 2.83167 -0.53920
N -0.06868 1.52710 -0.10996
C -1.49397 1.60364 0.35549
Si 0.58389 0.10003 -0.73584
Br 2.69800 -0.00947 -0.01685
N -0.23317 -1.87231 -0.19868
C -0.78818 -1.83144 1.12390
C 0.90649 -2.72431 -0.30634
H 1.55030 2.81178 -0.25618
H 0.32633 3.10474 -1.60085
H -0.04248 3.58643 -0.13212
H -1.96032 2.39026 -0.24677
H -1.95780 0.75078 0.24598
H -1.45457 1.94190 1.44200
H 0.86708 0.10290 -2.21862
H -0.19353 -1.43157 1.89033
H -1.58491 -1.19172 0.99359
H -1.19689 -2.77991 1.51068
H 1.69125 -2.56617 0.35823
H 0.46717 -3.75077 -0.25042
H 1.35359 -2.59356 -1.30838
*
```

Properties
energy relative to the best compared isomer or geometry (same formula, charge and spin)	36.61	kcal/mol
structure (SMILES)	CN(C)[SiH](Br)N(C)C
HOMO energy	-0.314	Ha
F_max	6.94	eV/Å
Kohn-Sham gap	9.33	eV